C23H23NSV | ωB97M-V/def2-TZVPD

CARTESIAN COORDINATES (ANGSTROEM)
V -0.0154 0.2568 0.1283
C 0.3225 1.8425 1.6387
C 1.2091 1.9973 0.5422
C 2.1552 0.8901 0.5448
C 1.8117 0.0440 1.6117
C 0.6409 0.5980 2.2684
C -0.0472 0.0171 3.4428
C 2.6208 -1.0610 2.1957
C 3.2833 0.7476 -0.4133
C 1.1704 3.0483 -0.5123
C -0.7497 2.7771 2.0897
H 0.3539 0.5191 4.3337
H 0.1392 -1.0483 3.5540
H -1.1186 0.2176 3.4380
H 3.1011 -0.6544 3.0923
H 3.4183 -1.3895 1.5344
H 2.0166 -1.9123 2.5041
H 4.1341 1.3170 -0.0217
H 3.0513 1.1647 -1.3933
H 3.6082 -0.2841 -0.5325
H 2.1138 3.6044 -0.4919
H 0.3569 3.7541 -0.3674
H 1.1043 2.6280 -1.5248
H -1.6520 2.2546 2.4044
H -1.0090 3.5079 1.3295
H -0.3684 3.3277 2.9552
S -3.8749 -1.3645 0.4350
C -4.2586 0.3113 0.2172
C -5.5246 0.8836 0.1788
C -5.5850 2.2411 -0.0913
C -4.4272 2.9892 -0.3354
C -3.1683 2.4156 -0.2964
C -3.0932 1.0586 0.0066
N -1.9376 0.2785 0.0783
C -2.2430 -1.0537 0.2756
C -1.1668 -2.0525 0.2090
C -1.4603 -3.4050 0.1227
C -0.4364 -4.3262 -0.0778
C 0.8878 -3.9088 -0.1898
C 1.2125 -2.5755 -0.0205
C 0.2037 -1.6247 0.1687
H -6.4237 0.3039 0.3362
H -6.5472 2.7331 -0.1381
H -4.5251 4.0392 -0.5757
H -2.2953 3.0095 -0.5298
H -2.4819 -3.7633 0.1656
H -0.6800 -5.3769 -0.1714
H 1.6644 -4.6333 -0.3978
H 2.2457 -2.2705 -0.0942

Atoms 1-6, force components in eV/Å:
-0.36 -0.95 0.34
-0.10 0.22 -0.06
-0.05 -0.06 0.03
-0.30 0.10 0.03
0.18 -0.07 0.20
-0.06 0.08 -0.29

Its net charge is +3. For the energy above the lowest of the compared OMol25 structures with the same formula, charge and spin, the calculation gives 22.0 kJ/mol. As for the HOMO energy (alpha / beta): -18.35 / -18.35 eV.

***

C23H24Br2CuN6O3S | ωB97M-V/def2-TZVPD

CARTESIAN COORDINATES (ANGSTROEM)
Cu -0.1691 0.3094 -1.5188
C -2.8342 4.6119 0.3805
C -1.4577 4.5737 1.0282
N -1.1425 3.2854 1.6434
C -1.6197 3.0571 3.0123
C -2.9018 2.2406 3.0842
C -0.4976 2.3155 0.9778
S -0.0122 2.5582 -0.6537
N -0.1932 1.2327 1.7259
C -0.1866 0.0048 1.2926
O -0.6571 -0.4375 0.1939
C 0.4073 -1.0384 2.1949
C 1.0431 -0.6935 3.3830
C 1.6840 -1.6632 4.1395
C 1.6821 -2.9882 3.7189
C 1.0346 -3.3399 2.5421
C 0.4016 -2.3673 1.7814
H -2.9565 5.5357 -0.1862
H -3.6351 4.5610 1.1191
H -2.9467 3.7733 -0.3081
H -1.3824 5.3252 1.8154
H -0.6936 4.7978 0.2891
H -1.7666 4.0412 3.4580
H -0.8313 2.5503 3.5639
H -3.7299 2.7412 2.5821
H -3.1814 2.0859 4.1277
H -2.7555 1.2633 2.6238
H 1.0459 0.3445 3.6923
H 2.1893 -1.3871 5.0565
H 2.1841 -3.7444 4.3089
H 1.0315 -4.3716 2.2125
H -0.0925 -2.6190 0.8528
Br 1.5915 -4.8703 -5.5710
C 0.9407 -3.6726 -4.2756
C -0.3581 -3.2107 -4.3500
C -0.7748 -2.3155 -3.3806
N 0.0032 -1.8809 -2.3914
C 1.2561 -2.3385 -2.3407
C 1.7713 -3.2414 -3.2585
C 2.1141 -1.8005 -1.2464
C 3.0053 -2.6135 -0.5633
C 3.7503 -2.0401 0.4515
Br 4.9394 -3.1074 1.4463
C 3.6091 -0.6981 0.7472
C 2.6919 0.0268 0.0028
N 1.9559 -0.5081 -0.9665
H -1.0256 -3.5184 -5.1411
H -1.7820 -1.9172 -3.4113
H 2.7990 -3.5697 -3.1974
H 3.0876 -3.6667 -0.7925
H 4.1751 -0.2305 1.5392
H 2.5200 1.0802 0.1997
N -2.2737 0.7492 -2.3948
N -1.9885 0.7672 -3.7707
C -0.6520 0.9812 -4.1927
O -0.4793 1.2375 -5.3681
O 0.2602 0.8450 -3.2861
H -3.0124 0.0856 -2.1999
H -2.5233 1.6669 -2.0372
H -2.6614 1.2020 -4.3849

Atoms 1-6, force components in eV/Å:
-0.11 0.07 -0.09
-0.05 -0.03 -0.01
0.04 -0.01 0.04
-0.08 0.08 -0.04
0.06 0.05 -0.07
-0.01 -0.04 0.00

Its net charge is 0. As for the HOMO energy (alpha / beta): -8.40 / -8.51 eV. Its spin multiplicity is 2.